Entry from OMol25: one molecule with the formula C4H7NO2S (ωB97M-V with the def2-TZVPD basis set).

The LUMO energy is -0.046 eV. The calculation puts the HOMO-LUMO gap at 9.5 eV.

Cartesian coordinates (Å):
S 0.874149 -1.722385 1.433606
O 1.577537 0.543751 0.004545
O -1.245464 -1.601961 -0.031928
N -0.484168 1.200911 -0.832328
C 0.423877 0.297851 -0.233300
C -0.160881 -1.107134 0.164125
C 0.264095 2.518783 -0.972570
C -1.925247 1.290159 -1.044110
H 0.227198 -3.003686 1.557453
H 0.567408 3.185969 -2.085050
H -2.327610 0.778037 -0.254273
H 1.216624 2.402131 -0.287145
H -0.296316 3.179622 -0.269540
H -2.151393 2.380574 -0.979320
H -2.100763 0.696878 -2.059332

Cartesian forces (eV/Å) of the 6 atoms listed first:
0.3 -2.2 0.4
0.4 -0.6 0.3
0.5 0.8 -1.2
4.4 1.7 -0.1
-3.2 -0.1 -1.5
-0.9 0.2 1.5

Entry from OMol25: one molecule with the formula C11H11NO2 (ωB97M-V with the def2-TZVPD basis set).

The LUMO energy is 0.378 eV. The calculation puts the HOMO-LUMO gap at 8.8 eV.

Cartesian coordinates (Å):
O 1.754910 3.038539 -0.798571
O 3.846485 -0.648793 0.720683
N 2.973231 1.189111 -0.451075
C 1.493888 -0.477363 0.485128
C -0.111834 1.451520 1.237574
C 0.552984 0.707323 0.097839
C -1.439214 1.690756 1.323832
C 1.838904 1.874671 -0.529327
C 0.957346 -1.802098 -0.344272
C -2.299519 1.346708 0.233873
C -0.498243 0.063418 -0.873291
C -0.504257 -1.403388 -0.456480
C 2.926622 -0.031442 0.239954
C -1.894360 0.607447 -0.817052
H -3.399785 1.458353 0.298714
H 0.036679 -0.141051 -1.854485
H 3.869390 1.646290 -0.433335
H 1.585629 -1.751315 -1.365375
H 0.550022 1.776284 2.082792
H -1.883912 2.462573 2.030419
H -0.897281 -1.548267 0.588960
H 1.261954 -2.669899 0.205837
H -1.095578 -2.190576 -0.944353
H 1.321431 -0.862959 1.585965
H -2.494781 0.617839 -1.737896

Cartesian forces (eV/Å) of the 6 atoms listed first:
-0.4 -0.3 -0.1
0.4 0.8 -0.9
2.0 -2.2 0.8
-1.4 -1.3 1.0
0.4 0.0 1.1
1.0 0.9 -0.4

E_tot? In order: -20679.31516, -17168.57008 eV.
M? In order: 133.2, 189.2 g mol⁻¹.
Maximum force? In order: 0.0923, 0.0898 hartree/bohr.